[1]
The following is a DFT calculation (the ωB97M-V functional and the def2-TZVPD basis) of 9 unconnected molecules or ions with the total composition C48H93Br2ClFIN12O16PS at a distorted geometry.

Structure (ORCA input):
```
! wB97M-V def2-TZVPD RIJCOSX def2/J DEFGRID3
* xyz 1 1
C -1.348 6.937 -0.225
C -2.686 6.236 -0.046
O -2.552 4.881 -0.549
C -3.306 4.004 0.241
C -3.290 2.614 -0.395
O -1.980 2.253 -0.799
C -1.375 1.350 0.097
C -0.092 0.782 -0.499
S 0.860 2.344 -0.902
O 0.553 3.419 -0.033
O 2.248 2.131 -1.107
F 0.297 2.768 -2.299
N -0.395 0.289 -1.867
P -1.895 -0.423 -2.376
O -2.733 -1.188 -1.186
O -2.834 0.618 -3.200
C 0.807 -0.453 -2.080
N 1.623 -0.350 -3.061
Cl 3.062 -1.237 -3.077
C 1.379 0.561 -4.206
C 0.311 0.280 -4.989
C 0.107 1.114 -6.077
C 1.028 2.109 -6.212
C 2.061 2.317 -5.336
N 2.243 1.519 -4.301
N 0.941 -1.244 -0.962
C 0.461 -2.630 -1.124
C 0.404 -3.160 -2.572
C -0.152 -4.610 -2.459
I 1.423 -6.058 -2.343
C 0.676 -0.396 0.286
C 2.167 -0.144 0.695
C 2.612 1.017 1.625
C 1.614 1.909 2.366
C 2.254 3.300 2.554
O 1.748 3.906 3.774
C 0.577 4.563 3.544
O 0.493 5.761 3.378
C -0.167 -1.150 1.322
Br 0.730 -2.758 2.033
C -0.676 -0.353 2.590
C -2.108 -0.887 2.895
Br 0.336 -0.802 4.193
H -0.720 6.694 0.632
H -0.853 6.599 -1.131
H -1.524 8.011 -0.247
H -2.973 6.168 1.005
H -3.502 6.706 -0.601
H -2.871 3.902 1.247
H -4.346 4.344 0.323
H -3.950 2.658 -1.268
H -3.744 1.928 0.329
H -1.149 1.932 0.997
H -2.067 0.572 0.433
H -3.598 -0.772 -1.024
H -3.276 1.289 -2.646
H -0.337 -0.560 -4.793
H -0.700 0.966 -6.780
H 0.932 2.788 -7.051
H 2.744 3.134 -5.519
H 1.164 -3.299 -0.628
H -0.520 -2.858 -0.700
H -0.318 -2.626 -3.189
H 1.390 -3.271 -3.011
H -0.736 -4.789 -3.356
H -0.793 -4.743 -1.593
H 2.705 -0.004 -0.237
H 2.597 -1.071 1.064
H 3.284 0.608 2.383
H 3.259 1.684 1.054
H 0.657 2.089 1.878
H 1.397 1.587 3.382
H 2.013 3.975 1.732
H 3.331 3.228 2.679
H -0.341 3.942 3.559
H -1.057 -1.560 0.853
H -0.780 0.718 2.489
H -2.740 -0.857 2.005
H -2.513 -0.328 3.739
H -1.989 -1.921 3.219
C 4.622 -7.916 0.779
C 4.651 -8.157 -0.707
O 3.626 -8.313 -1.362
N 5.861 -8.204 -1.313
C 7.174 -8.047 -0.711
H 3.588 -7.909 1.112
H 5.153 -8.715 1.302
H 5.071 -6.950 1.018
H 5.808 -8.371 -2.305
H 7.684 -7.203 -1.177
H 7.760 -8.950 -0.887
H 7.102 -7.876 0.357
C 4.505 6.647 8.023
C 3.934 5.706 6.989
O 4.210 4.516 6.975
N 3.092 6.227 6.059
C 2.649 7.601 5.913
H 5.153 6.085 8.687
H 5.093 7.430 7.543
H 3.706 7.096 8.613
H 2.749 5.543 5.400
H 1.561 7.638 5.989
H 2.937 7.969 4.927
H 3.081 8.242 6.674
C -2.291 -1.283 6.931
C -3.056 0.015 6.961
O -3.624 0.453 5.965
N -3.102 0.699 8.130
C -2.498 0.346 9.403
H -2.350 -1.703 5.932
H -1.242 -1.108 7.174
H -2.721 -1.999 7.633
H -3.630 1.555 8.074
H -3.279 0.259 10.160
H -1.809 1.136 9.705
H -1.958 -0.592 9.339
C 3.475 7.583 -2.941
C 2.878 7.634 -1.554
O 2.499 8.677 -1.052
N 2.774 6.462 -0.871
C 3.164 5.129 -1.299
H 3.489 8.588 -3.351
H 4.498 7.207 -2.904
H 2.872 6.948 -3.593
H 2.369 6.568 0.046
H 2.289 4.483 -1.281
H 3.903 4.731 -0.600
H 3.586 5.139 -2.299
C -5.676 -2.544 5.568
C -4.710 -3.693 5.411
O -3.645 -3.566 4.822
N -5.056 -4.889 5.950
C -6.263 -5.233 6.680
H -5.255 -1.664 5.090
H -6.629 -2.780 5.093
H -5.836 -2.321 6.624
H -4.364 -5.608 5.807
H -5.994 -5.582 7.677
H -6.782 -6.038 6.158
H -6.929 -4.381 6.769
C -6.774 -0.917 -6.756
C -5.557 -1.064 -5.876
O -5.305 -2.101 -5.282
N -4.729 0.008 -5.756
C -4.851 1.318 -6.372
H -7.327 -1.852 -6.746
H -7.424 -0.125 -6.382
H -6.479 -0.698 -7.783
H -3.941 -0.167 -5.153
H -3.969 1.512 -6.983
H -4.906 2.080 -5.590
H -5.737 1.383 -6.994
C 4.852 -11.430 -0.841
C 5.678 -11.937 0.315
O 5.999 -11.206 1.243
N 6.064 -13.237 0.300
C 5.784 -14.247 -0.703
H 4.637 -10.383 -0.664
H 5.406 -11.524 -1.777
H 3.910 -11.975 -0.912
H 6.612 -13.502 1.104
H 5.244 -15.075 -0.241
H 6.725 -14.628 -1.104
H 5.188 -13.845 -1.515
C -1.781 4.303 -7.229
C -2.340 3.375 -8.280
O -2.084 2.174 -8.307
N -3.154 3.912 -9.216
C -3.578 5.295 -9.358
H -1.155 3.733 -6.551
H -1.174 5.082 -7.691
H -2.588 4.757 -6.653
H -3.492 3.239 -9.886
H -4.666 5.344 -9.302
H -3.264 5.667 -10.334
H -3.152 5.923 -8.584
*
```

The highest occupied orbital energy comes out at -10.3 eV. The HOMO-LUMO gap is 0.252 hartree. The calculation puts the energy at -10490.740178 hartree.

Here are the Mulliken charges for atoms 1 to 8, given in e: -0.848 -0.444 -0.168 -0.666 -0.578 0.195 -1.514 0.173

=====

[2]
The following is a DFT calculation (the ωB97M-V functional and the def2-TZVPD basis) of 8 unconnected molecules or ions with the total composition C48H96F12N4O8 at a distorted geometry.

Structure (ORCA input):
```
! wB97M-V def2-TZVPD RIJCOSX def2/J DEFGRID3
* xyz 0 1
C -2.098 4.589 -0.456
C -0.891 5.161 -1.232
C 0.161 4.129 -1.053
N 1.503 4.304 -1.632
C 1.414 4.199 -3.180
C 2.089 5.684 -1.315
C 2.658 5.453 0.066
C 3.151 3.997 0.071
C 2.473 3.282 -1.049
H -2.580 5.373 0.159
H -1.776 3.830 0.253
H -2.812 4.127 -1.118
H -0.713 6.123 -0.893
H -1.193 5.345 -2.250
H -0.243 3.160 -1.497
H 0.254 3.917 0.061
H 1.113 3.207 -3.416
H 2.416 4.333 -3.607
H 0.835 5.026 -3.533
H 2.827 5.905 -2.014
H 1.294 6.406 -1.391
H 3.400 6.169 0.477
H 1.869 5.403 0.821
H 4.257 3.956 -0.003
H 2.898 3.511 0.977
H 3.104 2.939 -1.911
H 1.896 2.380 -0.714
C 2.225 -5.493 -0.026
C 1.744 -5.904 1.378
C 0.509 -5.153 1.703
N -0.148 -5.521 3.033
C 0.903 -5.966 4.014
C -1.198 -6.566 2.737
C -2.215 -6.401 3.808
C -2.106 -4.886 4.229
C -0.987 -4.271 3.476
H 2.048 -4.466 -0.331
H 1.665 -6.090 -0.799
H 3.257 -5.834 -0.158
H 2.580 -5.549 2.020
H 1.588 -6.946 1.459
H -0.258 -5.197 0.877
H 0.818 -4.107 1.787
H 1.587 -5.103 3.998
H 1.471 -6.774 3.605
H 0.488 -6.226 5.010
H -0.824 -7.631 2.701
H -1.619 -6.262 1.824
H -1.948 -7.032 4.662
H -3.206 -6.742 3.497
H -1.972 -4.985 5.281
H -3.023 -4.402 4.035
H -0.241 -3.682 3.969
H -1.401 -3.818 2.536
C -3.969 -0.682 4.884
C -2.840 0.332 5.190
C -2.007 0.670 3.968
N -0.922 1.763 4.160
C 0.309 1.355 4.935
C -1.533 3.012 4.780
C -0.809 4.186 4.208
C 0.022 3.667 3.097
C -0.416 2.203 2.856
H -4.183 -1.300 5.858
H -3.678 -1.431 4.136
H -4.950 -0.280 4.614
H -2.212 -0.200 5.943
H -3.342 1.209 5.665
H -2.588 1.264 3.298
H -1.497 -0.138 3.479
H 0.545 0.385 4.552
H 0.097 1.339 5.993
H 1.094 2.080 4.733
H -1.529 2.980 5.856
H -2.490 3.026 4.393
H -0.282 4.714 5.024
H -1.478 5.017 3.916
H 1.129 3.665 3.315
H -0.089 4.173 2.135
H 0.358 1.460 2.536
H -1.274 2.137 2.144
C 1.513 0.041 -3.976
C 0.189 -0.640 -3.573
C -0.297 -0.088 -2.191
N -1.233 -1.008 -1.513
C -0.469 -2.115 -0.833
C -2.176 -0.263 -0.671
C -3.426 0.090 -1.539
C -3.193 -0.606 -2.915
C -2.233 -1.686 -2.492
H 2.291 -0.316 -3.311
H 1.532 1.142 -4.003
H 1.769 -0.300 -4.992
H 0.313 -1.752 -3.526
H -0.569 -0.335 -4.324
H -0.723 0.904 -2.314
H 0.545 -0.025 -1.562
H -0.097 -1.669 0.128
H 0.287 -2.416 -1.568
H -1.223 -2.870 -0.655
H -2.446 -0.876 0.244
H -1.656 0.629 -0.303
H -4.282 -0.393 -1.096
H -3.499 1.142 -1.713
H -4.086 -1.127 -3.339
H -2.652 0.061 -3.566
H -2.744 -2.520 -1.952
H -1.703 -2.144 -3.348
C -3.719 -4.704 0.448
O -3.793 -4.611 -0.981
O -2.611 -4.175 1.005
C -4.894 -3.742 0.739
F -6.044 -4.384 0.394
F -5.057 -3.464 2.048
F -4.888 -2.514 0.177
C -3.063 -5.565 -1.730
C -3.966 -6.219 -2.695
H -3.401 -6.878 -3.318
H -4.737 -6.848 -2.173
H -4.448 -5.465 -3.303
H -2.636 -6.362 -1.085
H -2.184 -5.100 -2.269
H -4.079 -5.643 0.995
C 1.520 -0.997 1.886
O 1.871 -1.535 3.125
O 0.301 -0.533 1.843
C 2.520 0.031 1.264
F 3.835 -0.283 1.426
F 2.325 0.146 -0.019
F 2.477 1.308 1.728
C 3.178 -2.097 3.368
C 3.260 -2.862 4.742
H 2.309 -3.316 5.096
H 4.073 -3.617 4.604
H 3.608 -2.156 5.531
H 3.906 -1.278 3.413
H 3.396 -2.780 2.467
H 1.673 -1.889 1.185
C -2.177 2.564 -4.331
O -1.096 3.513 -4.693
O -2.025 2.284 -3.086
C -3.600 3.272 -4.609
F -3.884 3.274 -5.946
F -4.613 2.645 -3.985
F -3.654 4.579 -4.208
C -0.998 4.120 -5.972
C 0.339 4.789 -6.070
H 1.109 4.111 -5.776
H 0.532 5.157 -7.070
H 0.337 5.655 -5.434
H -1.863 4.821 -6.065
H -1.156 3.364 -6.714
H -2.102 1.734 -5.081
C 5.265 3.185 -4.030
O 6.270 3.377 -3.030
O 4.044 2.938 -3.634
C 5.206 4.622 -4.627
F 6.163 4.892 -5.569
F 4.015 4.901 -5.141
F 5.353 5.508 -3.655
C 6.715 2.163 -2.482
C 5.790 1.472 -1.412
H 5.352 2.158 -0.692
H 4.941 0.848 -1.749
H 6.344 0.864 -0.647
H 7.659 2.352 -1.848
H 6.906 1.421 -3.301
H 5.851 2.581 -4.764
*
```

The highest occupied orbital energy comes out at -6.7 eV. The HOMO-LUMO gap is 0.237 hartree. The calculation puts the energy at -3905.547196 hartree.

Here are the Mulliken charges for atoms 1 to 8, given in e: -0.503 -1.101 1.227 1.292 -0.630 -1.008 -0.688 -0.627

=====

The lowest highest occupied orbital energy belongs to which entry? C48H93Br2ClFIN12O16PS

=====

Which formula does entry 2 have? C48H96F12N4O8

=====

Which of these has the highest HOMO-LUMO gap? C48H93Br2ClFIN12O16PS